This record from the OMol25 dataset describes C5H10O2 in the gas phase. The level of theory is the ωB97M-V functional and the def2-TZVPD basis.

Each atom is followed by the atoms it is bonded to, with distances in Å.
Cartesian coordinates (Å):
1 C -2.178 -0.308 0.832  O2 1.419, H8 1.099, H9 1.096, H10 1.096
2 O -1.091 -0.126 -0.063  C1 1.419, C3 1.410
3 C -0.117 0.837 0.272  O2 1.410, C4 1.514, C5 1.503, H11 1.089
4 C 1.044 0.538 1.197  C3 1.514, C5 1.511, H12 1.091, H13 1.087
5 C 1.253 0.596 -0.298  C3 1.503, C4 1.511, C6 1.522, H14 1.094
6 C 1.379 -0.726 -1.042  C5 1.522, O7 1.411, H15 1.095, H16 1.100
7 O 0.612 -0.746 -2.226  C6 1.411, H17 0.970
8 H -2.891 0.528 0.806  C1 1.099
9 H -1.850 -0.457 1.867  C1 1.096
10 H -2.718 -1.212 0.529  C1 1.096
11 H -0.512 1.852 0.256  C3 1.089
12 H 1.426 1.332 1.841  C4 1.091
13 H 1.128 -0.448 1.647  C4 1.087
14 H 1.813 1.444 -0.704  C5 1.094
15 H 2.417 -0.918 -1.332  C6 1.095
16 H 1.069 -1.542 -0.372  C6 1.100
17 H -0.308 -0.622 -1.944  O7 0.970

Summary:
Highest occupied orbital energy: -9.849 eV
Relative energy (zero: lowest compared OMol25 entry of this formula, charge and spin): 247.0 kJ/mol
HOMO-LUMO gap: 0.39779 hartree
F_max: 0.0090 hartree/bohr
LUMO level: 0.98 eV
Energy: -346.93134 Ha

Atomic partial charges in e from the Löwdin method, atoms 1 to 6: C -0.079; O -0.178; C -0.286; C -0.049; C -0.203; C -0.237